A structure of composition C20H36N2O3PdSb2, computed with ωB97M-V with the def2-TZVPD basis set.

orbital gap (spin up / spin down) = 0.2891 / 0.2046 Ha
DFT total energy = -1726.71030 Eh
E_HOMO (spin up / spin down) = -12.95 / -14.28 eV

Structure (ORCA input):
```
! wB97M-V def2-TZVPD RIJCOSX def2/J DEFGRID3
* xyz 2 3
Pd 0.13 0.04 0.28
C 0.20 4.90 -0.18
N 1.01 4.32 0.89
C 1.78 5.19 1.77
C 0.99 3.00 1.03
O 0.33 2.28 0.25
C 1.84 2.39 2.14
O 1.52 1.04 2.38
C 0.82 0.76 3.57
C -0.67 0.49 3.33
O -1.10 0.30 2.18
N -1.47 0.44 4.40
C -1.02 0.58 5.78
C -2.90 0.23 4.24
H 0.30 5.98 -0.15
H -0.85 4.63 -0.05
H 0.53 4.53 -1.15
H 1.86 6.17 1.31
H 2.79 4.82 1.92
H 1.29 5.31 2.74
H 1.75 2.98 3.05
H 2.89 2.43 1.83
H 0.94 1.58 4.28
H 1.26 -0.14 4.01
H 0.05 0.46 5.87
H -1.50 -0.19 6.38
H -1.31 1.55 6.17
H -3.17 0.30 3.19
H -3.43 1.00 4.80
H -3.19 -0.75 4.63
C 3.12 0.79 -3.22
Sb 1.74 -0.05 -1.83
C 0.04 0.45 -3.05
C 2.14 -2.24 -2.30
C 1.10 -2.64 -3.19
C 1.24 -2.37 -4.58
C 0.23 -2.65 -5.46
C -0.97 -3.22 -4.99
C -1.13 -3.52 -3.65
C -0.12 -3.27 -2.73
C -0.30 -3.67 -1.33
Sb -1.20 -2.10 -0.07
C -1.75 -3.33 1.56
C -3.06 -1.93 -1.08
H 2.81 0.52 -4.23
H 4.14 0.44 -3.03
H 3.08 1.87 -3.11
H 0.10 -0.03 -4.03
H 0.09 1.53 -3.18
H -0.89 0.20 -2.56
H 2.18 -2.72 -1.32
H 3.12 -2.16 -2.76
H 2.17 -1.94 -4.93
H 0.36 -2.45 -6.51
H -1.77 -3.44 -5.69
H -2.04 -4.00 -3.32
H 0.62 -3.95 -0.82
H -1.02 -4.49 -1.26
H -2.36 -4.16 1.20
H -2.34 -2.74 2.26
H -0.87 -3.71 2.06
H -3.58 -2.88 -1.06
H -2.90 -1.61 -2.11
H -3.66 -1.17 -0.57
*
```



A structure of composition C20H37B2Cl2FIN3O8S at a distorted geometry, computed with ωB97M-V with the def2-TZVPD basis set.

orbital gap = 0.3158 Ha
DFT total energy = -3316.32197 Eh
E_HOMO = -8.97 eV

Structure (ORCA input):
```
! wB97M-V def2-TZVPD RIJCOSX def2/J DEFGRID3
* xyz 0 1
C 4.32 -2.97 0.66
C 3.76 -1.56 0.48
B 2.15 -1.51 0.50
O 1.57 -2.73 0.26
C 1.22 -0.16 0.76
C 2.24 0.98 0.93
N 3.09 1.23 -0.21
C 0.64 -0.37 2.19
I 2.08 -1.61 3.49
C 0.40 0.91 3.03
C 1.39 1.41 4.06
F 1.04 2.76 4.29
O -0.51 -1.14 2.39
S -1.00 -2.40 1.40
O -2.20 -2.82 2.06
O -1.52 -1.58 0.10
C -1.34 -0.20 -0.22
C -2.09 0.64 0.84
C -3.43 0.09 1.37
C -3.52 -0.05 2.89
N -4.60 -0.99 3.21
C -2.14 -0.01 -1.62
Cl -2.85 -1.57 -2.16
C -3.34 0.96 -1.71
C -4.04 0.86 -3.09
Cl -2.93 2.72 -1.55
C 0.20 0.19 -0.46
C 0.08 1.74 -0.52
B 0.93 2.94 -1.16
O 0.72 3.43 -2.42
O 1.73 3.73 -0.37
N 0.69 -0.50 -1.69
C 0.13 -1.67 -2.33
C -0.18 -1.53 -3.82
O -0.09 -2.72 -1.80
C 1.59 0.08 -2.64
C 2.82 -0.76 -3.00
O 1.36 1.08 -3.29
H 3.86 -3.43 1.53
H 4.11 -3.61 -0.20
H 5.39 -2.96 0.86
H 4.22 -0.94 1.25
H 4.15 -1.18 -0.47
H 1.58 -3.35 0.99
H 1.78 1.93 1.18
H 2.86 0.75 1.80
H 4.02 1.52 0.04
H 3.14 0.54 -0.92
H -0.53 0.75 3.58
H 0.18 1.76 2.39
H 2.43 1.44 3.76
H 1.30 0.94 5.03
H -2.29 1.65 0.50
H -1.49 0.85 1.72
H -3.76 -0.85 0.94
H -4.20 0.81 1.11
H -3.74 0.92 3.35
H -2.61 -0.46 3.32
H -4.60 -1.24 4.19
H -5.50 -0.60 2.96
H -1.44 0.33 -2.38
H -4.13 0.76 -0.99
H -4.90 0.20 -3.05
H -4.42 1.83 -3.38
H -3.35 0.57 -3.88
H -0.88 2.01 -0.95
H 0.00 2.05 0.51
H 0.18 2.84 -2.94
H 1.74 4.62 -0.73
H 0.65 -1.92 -4.41
H -0.41 -0.51 -4.12
H -1.04 -2.14 -4.03
H 3.71 -0.20 -2.75
H 2.81 -1.75 -2.56
H 2.82 -0.86 -4.08
*
```



A cluster of 3 separate species, C20H37F3N3O5S in total at a distorted geometry, computed with ωB97M-V with the def2-TZVPD basis set.

orbital gap = 0.2046 Ha
DFT total energy = -2021.92093 Eh
E_HOMO = -11.32 eV
energy above the lowest of the compared OMol25 structures with the same formula, charge and spin = 378.95 kJ/mol

Structure (ORCA input):
```
! wB97M-V def2-TZVPD RIJCOSX def2/J DEFGRID3
* xyz 1 1
C 5.30 2.10 0.24
C 3.86 1.50 0.65
C 2.67 2.57 0.62
O 2.48 3.24 -0.65
C 2.08 2.33 -1.70
C 0.69 1.59 -1.46
C 0.60 0.28 -0.58
C -0.84 -0.32 -0.39
C -1.14 -1.62 0.51
C -1.59 -1.04 1.96
C -2.49 0.26 2.18
N -1.19 -1.71 3.02
N -1.92 0.35 -1.06
N -1.93 1.42 -1.84
C -0.70 2.06 -2.04
S -0.76 3.61 -3.11
O 0.23 3.59 -4.24
O -2.13 3.64 -3.75
C -0.68 5.16 -2.05
F 0.37 5.18 -1.13
F -1.89 5.14 -1.27
F -0.78 6.35 -2.82
H 6.10 1.49 0.80
H 5.49 1.91 -0.87
H 5.43 3.21 0.48
H 3.92 1.01 1.70
H 3.66 0.62 -0.07
H 1.69 2.13 1.06
H 2.97 3.40 1.37
H 2.87 1.51 -1.90
H 2.07 2.96 -2.67
H 1.53 -0.21 -0.11
H -2.05 -2.16 0.07
H -0.21 -2.27 0.60
H -3.60 0.04 2.34
H -2.41 1.05 1.36
H -2.12 0.77 3.15
H -1.59 -1.19 3.83
H -2.86 -0.08 -0.90
C -2.78 -1.64 -6.73
C -2.20 -0.91 -5.53
O -0.98 -0.24 -5.81
C -1.03 0.77 -6.82
C -1.99 1.89 -6.50
H -2.06 -2.37 -7.12
H -3.70 -2.17 -6.45
H -3.02 -0.96 -7.55
H -1.99 -1.64 -4.75
H -2.93 -0.21 -5.11
H -1.26 0.31 -7.79
H -0.02 1.18 -6.90
H -3.02 1.54 -6.42
H -1.96 2.65 -7.29
H -1.73 2.36 -5.55
C -0.65 -4.54 5.75
C 0.53 -3.58 5.77
O 0.59 -2.77 6.94
C 0.70 -3.46 8.18
C 1.94 -4.32 8.28
H -1.59 -3.98 5.84
H -0.67 -5.11 4.82
H -0.62 -5.25 6.57
H 0.44 -2.90 4.92
H 1.47 -4.12 5.64
H -0.21 -4.05 8.36
H 0.73 -2.69 8.95
H 1.96 -5.11 7.53
H 2.00 -4.79 9.27
H 2.84 -3.72 8.14
*
```



A structure of composition C20H37F9NO11Zr at a distorted geometry, computed with ωB97M-V with the def2-TZVPD basis set.

orbital gap = 0.3096 Ha
DFT total energy = -2612.85190 Eh
E_HOMO = -6.08 eV
energy above the lowest of the compared OMol25 structures with the same formula, charge and spin = 46.74 kJ/mol

Structure (ORCA input):
```
! wB97M-V def2-TZVPD RIJCOSX def2/J DEFGRID3
* xyz -1 1
Zr 0.64 0.27 -0.15
C -1.91 1.69 1.42
O -2.67 1.49 0.24
O -0.68 1.22 1.26
C -1.95 3.17 1.83
F -0.84 3.60 2.45
F -2.13 3.97 0.77
F -2.97 3.39 2.70
C -4.08 1.62 0.37
C -4.72 1.19 -0.94
H -5.04 2.05 -1.53
H -4.11 0.57 -1.60
H -5.65 0.64 -0.74
H -4.35 2.65 0.62
H -4.45 0.99 1.20
H -2.38 1.10 2.24
C 2.98 2.73 0.37
O 2.80 3.55 -0.77
O 2.22 1.65 0.34
C 4.43 2.35 0.67
F 4.95 1.46 -0.19
F 5.24 3.45 0.60
F 4.53 1.83 1.89
C 3.46 3.20 -1.95
C 2.92 4.08 -3.04
H 3.17 5.14 -2.94
H 3.07 3.70 -4.05
H 1.84 4.12 -2.87
H 3.18 2.18 -2.29
H 4.55 3.14 -1.87
H 2.65 3.38 1.20
C 1.35 -1.29 2.71
O -0.03 -1.23 3.07
O 1.50 -0.97 1.45
C 2.23 -0.47 3.65
F 3.51 -0.57 3.31
F 1.91 0.83 3.65
F 2.13 -0.91 4.93
C -0.42 -1.92 4.25
C -1.88 -2.30 4.05
H -2.01 -3.03 3.26
H -2.29 -2.72 4.98
H -2.49 -1.42 3.85
H -0.35 -1.28 5.14
H 0.22 -2.79 4.43
H 1.73 -2.34 2.84
C 2.32 -0.73 -3.92
C 2.59 -1.33 -2.54
C 4.02 -0.95 -2.12
O 1.69 -0.84 -1.63
H 2.54 -1.41 -4.75
H 2.80 0.24 -4.04
H 1.26 -0.46 -4.03
H 2.57 -2.43 -2.60
H 4.27 -1.52 -1.22
H 4.01 0.10 -1.83
H 4.73 -1.13 -2.93
O -1.34 1.78 -3.37
C -0.79 1.39 -2.22
O 0.07 2.05 -1.58
O -0.96 0.20 -1.77
H -1.65 0.93 -3.72
C -0.43 -3.80 0.03
C -1.07 -2.62 -0.69
C -2.49 -2.90 -1.13
O -3.37 -2.88 -0.03
C -4.70 -2.97 -0.43
N -1.00 -1.44 0.19
H 0.59 -3.54 0.31
H -0.48 -4.73 -0.53
H -0.92 -3.95 1.00
H -0.56 -2.42 -1.63
H -2.51 -3.81 -1.74
H -2.84 -2.10 -1.81
H -4.90 -3.91 -0.95
H -5.04 -2.12 -1.03
H -5.32 -3.01 0.48
H -0.90 -1.75 1.17
H -1.96 -1.09 0.29
*
```